(a)
Entry from the Open Molecules 2025 dataset: an isolated ion of composition C6H17N2 and charge +1 (ωB97M-V with the def2-TZVPD basis set).

Values from the calculation:
- Kohn-Sham gap (eV) = 10.661
- total charge = +1
- HOMO level (eV) = -13.553

```
25
Properties=species:S:1:pos:R:3:mulliken_charge:R:1
C -1.868 -1.653 1.048 -1.50
C -0.845 -0.570 1.485 0.31
C 0.505 -1.320 1.606 -1.42
N -0.722 0.642 0.633 -0.40
C -0.764 0.390 -0.801 -0.53
C 0.765 0.348 -1.318 0.13
C 0.889 1.435 -2.393 -1.33
N 1.753 0.746 -0.223 -0.25
H -2.028 -2.380 1.832 0.45
H -1.531 -2.057 0.102 0.39
H -2.833 -1.158 0.858 0.37
H -1.197 -0.235 2.497 0.40
H 0.277 -2.227 2.181 0.51
H 0.968 -1.669 0.686 0.21
H 1.176 -0.689 2.205 0.32
H -1.418 1.260 1.024 0.29
H -1.220 -0.553 -1.087 0.06
H -1.184 1.220 -1.372 0.59
H 0.985 -0.687 -1.578 0.37
H 0.151 2.215 -2.178 0.39
H 1.911 1.812 -2.426 0.34
H 0.631 1.148 -3.422 0.34
H 2.487 1.363 -0.556 0.37
H 1.144 1.232 0.478 0.30
H 2.160 -0.106 0.151 0.30
```

(b)
Entry from the Open Molecules 2025 dataset: a 2-piece molecular cluster, C6H17N2 overall (ωB97M-V with the def2-TZVPD basis set).

Values from the calculation:
- Kohn-Sham gap (eV) = 6.291
- total charge = +1
- HOMO level (eV) = -13.352

```
25
Properties=species:S:1:pos:R:3:mulliken_charge:R:1
N 1.681 3.827 -1.101 -0.64
C 0.285 0.200 0.284 0.29
C 0.916 -1.070 0.188 -0.90
C 0.318 -2.000 -0.972 -0.25
C 0.919 -3.392 -0.727 -1.32
C -0.506 0.578 1.440 -0.86
N -1.977 0.288 1.370 -0.30
C -2.667 1.163 0.381 -0.86
H 1.386 3.219 -0.346 0.17
H 1.550 4.772 -0.755 0.25
H 2.688 3.721 -1.167 0.24
H 0.710 0.951 -0.386 0.38
H 0.822 -1.630 1.120 0.42
H 1.998 -1.026 0.043 0.51
H -0.723 -2.050 -0.855 0.35
H 0.720 -1.645 -1.918 0.34
H 0.449 -3.834 0.143 0.38
H 2.008 -3.397 -0.711 0.36
H 0.741 -4.034 -1.596 0.37
H -0.451 1.656 1.633 0.42
H -0.158 0.140 2.381 0.38
H -2.078 -0.655 1.018 0.28
H -2.780 2.155 0.825 0.32
H -2.161 1.244 -0.577 0.32
H -3.690 0.818 0.287 0.35
```

Name the least stable of them. (b).